ORCA calculation (ωB97M-V/def2-TZVPD) on C21H40Cl3LaN4O4Si as an isolated structure in a non-equilibrium geometry.

The HOMO-LUMO gap is 3.80 eV. Its spin multiplicity is 1. The value obtained for the LUMO energy is 0.0 eV. The largest force on an atom is 0.06559 Eh/bohr. The molar mass comes out at 685.9 g mol⁻¹. The value obtained for the relative energy (zero: lowest compared OMol25 entry of this formula, charge and spin) is 492.9 kJ/mol. The value obtained for the HOMO energy is -3.79 eV. Its charge is 0.

```
74
Properties=species:S:1:pos:R:3:forces:R:3:lowdin_charge:R:1
C -2.133 -2.474 -3.838 0.2 0.2 0.2 -0.04
C -1.440 -2.625 -2.501 -1.4 -1.1 1.4 -0.42
H -2.596 -3.436 -4.126 0.2 0.5 -0.1 0.08
H -1.369 -2.174 -4.579 -0.4 -0.3 0.1 0.08
H -2.888 -1.675 -3.800 0.1 -0.3 0.0 0.07
C -0.574 -3.704 -2.339 1.0 0.1 0.9 -0.23
C -0.170 -4.673 -3.361 0.5 -0.3 -0.9 -0.21
H -0.132 -3.968 -1.382 -0.6 0.2 -0.1 0.04
H 0.388 -4.204 -4.187 0.0 -0.3 -0.4 0.05
H -0.999 -5.258 -3.792 0.1 -0.1 -0.2 0.05
H 0.518 -5.394 -2.890 -0.2 0.1 -0.3 0.05
La 1.603 1.635 1.245 0.1 0.2 1.2 1.42
Cl -1.248 1.806 1.476 -0.1 0.2 0.1 -0.01
Cl 3.893 2.888 1.171 0.8 0.3 -0.1 -0.28
H 0.809 6.399 4.575 0.1 -0.1 0.1 0.09
H -1.372 6.290 4.393 -0.1 -0.2 -0.2 0.09
C 1.119 5.843 3.694 0.3 0.1 0.1 -0.02
C -1.350 6.176 3.305 0.0 0.2 -0.4 -0.02
N -0.076 5.570 2.914 0.1 -0.1 -0.1 -0.17
H 1.634 4.914 3.969 -0.2 0.3 0.0 0.10
C 0.000 4.717 1.904 0.6 -1.2 0.0 -0.32
O 1.005 3.993 1.664 -1.2 1.6 0.2 -0.29
H -2.174 5.540 2.955 0.2 0.2 0.3 0.10
H -0.915 4.635 1.312 0.0 -0.1 0.0 0.11
H 1.812 6.465 3.121 0.0 -0.1 0.0 0.10
H -1.477 7.173 2.867 0.1 -0.1 0.1 0.09
H 1.705 -1.321 -2.393 0.2 -0.3 0.1 0.06
H 2.602 -4.244 -1.229 0.2 0.3 -0.1 0.10
C 2.783 -1.435 -2.219 -0.3 0.1 -0.2 -0.04
C 3.474 -3.576 -1.134 -0.3 -0.3 0.2 -0.03
N 3.061 -2.183 -0.994 0.3 0.3 0.9 -0.15
H 3.224 -0.437 -2.179 0.1 -0.1 0.2 0.08
C 3.010 -1.613 0.214 -0.3 0.4 -1.0 -0.27
O 2.687 -0.413 0.390 0.4 -1.1 0.4 -0.30
H 4.037 -3.875 -0.242 0.0 0.0 -0.2 0.09
H 3.271 -2.273 1.064 -0.1 0.3 -0.3 0.15
H 3.219 -2.000 -3.044 -0.1 0.1 0.0 0.09
H 4.106 -3.674 -2.024 -0.1 0.0 0.3 0.09
O -1.184 -1.190 -1.884 0.8 1.5 -0.1 -0.18
C -2.123 -2.013 -1.252 -0.3 -0.9 -1.3 -0.28
C -0.458 -2.770 0.417 -0.1 -0.4 0.2 -0.07
C -1.801 -2.601 0.064 -0.5 0.1 0.2 -0.17
H 0.297 -2.466 -0.312 -0.3 0.2 0.5 0.09
C -0.123 -3.505 1.550 -0.3 0.5 0.0 -0.10
H -3.175 -1.732 -1.398 0.1 0.2 0.3 0.13
C -2.824 -3.125 0.890 0.8 0.1 -0.4 -0.03
H 0.931 -3.693 1.753 -0.2 -0.1 0.2 0.09
C -1.131 -3.976 2.392 -0.2 -0.1 0.2 -0.13
C -2.488 -3.791 2.072 0.2 0.2 -0.3 -0.11
H -3.853 -3.041 0.524 0.3 0.0 0.4 0.11
H -0.871 -4.514 3.303 0.0 0.0 -0.2 0.09
H -3.283 -4.163 2.725 0.4 0.0 -0.2 0.09
Si -0.548 2.245 -2.469 1.2 0.9 1.5 0.40
Cl 0.769 0.894 -1.135 -1.6 0.5 -2.9 0.30
C 0.677 3.691 -2.556 0.3 0.0 -0.4 -0.22
C -1.915 2.974 -1.453 -0.4 -0.3 0.2 -0.24
C -1.016 1.405 -4.022 -0.1 -0.3 -0.3 -0.18
H 1.155 3.909 -1.586 -0.3 -0.3 -0.2 0.02
H 0.180 4.627 -2.853 -0.1 -0.3 0.0 0.04
H 1.498 3.525 -3.262 -0.1 0.0 0.0 0.03
H -0.181 0.871 -4.479 0.0 0.0 0.0 0.04
H -1.394 2.139 -4.748 0.1 0.0 0.2 0.05
H -1.811 0.683 -3.823 0.1 -0.1 0.1 0.03
H -2.425 2.190 -0.880 -0.1 0.3 -0.1 -0.01
H -2.629 3.485 -2.120 0.2 -0.2 0.1 0.05
H -1.515 3.712 -0.739 -0.1 -0.4 -0.3 0.00
N 0.934 -0.474 5.306 0.2 0.1 0.2 0.17
C 0.618 0.096 4.125 -0.3 -0.2 -0.5 -0.62
N -0.622 -0.155 3.673 0.2 0.2 0.3 0.15
O 1.490 0.766 3.479 -1.0 -0.7 0.9 -0.22
H 0.217 -0.930 5.862 0.6 0.2 -0.2 0.12
H 1.838 -0.249 5.692 -0.2 -0.2 0.1 0.12
H -1.000 0.423 2.907 0.1 -0.3 0.1 -0.09
H -1.281 -0.663 4.257 0.4 0.2 -0.4 0.12
```
Positions in Å, forces in eV/Å.